{"formula": "C17H33ClO23S6", "method": "ωB97M-V with the def2-TZVPD basis set", "gap_ev": 10.5, "smiles": "CC[C@H](Cl)[C@H]1CCCOS1(=O)=O.O=S1(=O)OCCO1.O=S1(=O)OCCO1.O=S1(=O)OCCO1.O=S1(=O)OCCO1.O=S1(=O)OCCO1", "homo_ev": -10.2724, "species": ["C", "C", "C", "Cl", "C", "C", "C", "C", "O", "S", "O", "O", "H", "H", "H", "H", "H", "H", "H", "H", "H", "H", "H", "H", "H", "C", "C", "O", "S", "O", "O", "O", "H", "H", "H", "H", "C", "C", "O", "S", "O", "O", "O", "H", "H", "H", "H", "C", "C", "O", "S", "O", "O", "O", "H", "H", "H", "H", "C", "C", "O", "S", "O", "O", "O", "H", "H", "H", "H", "C", "C", "O", "S", "O", "O", "O", "H", "H", "H", "H"], "coordinates": [[-4.89950, -3.36325, -0.20198], [-4.97955, -4.97817, -0.04900], [-3.81699, -5.65621, -0.90909], [-2.31428, -4.61622, -0.73499], [-4.20192, -6.05287, -2.40092], [-5.20280, -5.07990, -3.16822], [-4.53934, -4.01989, -4.16890], [-2.95211, -3.93594, -4.15717], [-2.25382, -5.16917, -4.44787], [-2.70590, -6.43854, -3.47418], [-1.56726, -7.01981, -2.69372], [-3.18890, -7.53338, -4.40768], [-5.94829, -2.92012, -0.04312], [-4.20659, -2.89778, 0.56729], [-4.57602, -3.03102, -1.23790], [-6.02620, -5.28660, -0.40366], [-4.92159, -5.18419, 1.06358], [-3.56365, -6.64041, -0.37241], [-4.73734, -7.06707, -2.32931], [-5.85863, -5.76046, -3.82428], [-5.93483, -4.51080, -2.51377], [-4.96853, -2.98170, -3.94744], [-4.87471, -4.25937, -5.23900], [-2.62832, -3.41595, -3.19748], [-2.66312, -3.21135, -5.00134], [0.53107, -2.22058, -0.58059], [1.72337, -1.38543, -1.01657], [1.16148, -0.15660, -1.48199], [-0.17865, 0.16977, -0.62933], [0.16501, 1.08303, 0.41473], [-1.25291, 0.40525, -1.55026], [-0.37437, -1.29848, 0.02794], [0.02954, -2.67270, -1.44110], [0.81142, -3.00142, 0.12647], [2.30288, -1.86673, -1.80390], [2.37760, -1.15930, -0.17058], [3.24393, 3.26447, 3.42143], [4.25130, 2.78144, 2.39341], [4.12412, 1.35716, 2.39079], [2.58468, 0.96380, 2.71628], [1.90804, 0.71272, 1.47534], [2.57516, 0.03407, 3.80685], [2.10674, 2.41126, 3.26536], [3.62659, 3.13940, 4.43822], [2.96375, 4.30616, 3.26556], [5.27037, 3.07602, 2.64059], [4.00064, 3.14484, 1.39477], [-3.40275, 3.31926, -2.01910], [-3.92824, 1.99329, -2.54257], [-5.23181, 2.28621, -3.05089], [-5.24476, 3.79963, -3.63292], [-5.04811, 3.73873, -5.04985], [-6.33396, 4.50546, -3.03201], [-3.86169, 4.30081, -2.95181], [-3.82850, 3.55419, -1.03979], [-2.31502, 3.33441, -1.95381], [-3.98026, 1.23145, -1.76600], [-3.31667, 1.62593, -3.37123], [3.99775, 6.01969, -2.20957], [4.92441, 7.07670, -1.63092], [4.36512, 7.40069, -0.35716], [3.65455, 6.08130, 0.26040], [4.57077, 5.46003, 1.17045], [2.31325, 6.41696, 0.62295], [3.62091, 5.20174, -1.10031], [3.09212, 6.47149, -2.62311], [4.48559, 5.41901, -2.97720], [4.98789, 7.96388, -2.26000], [5.92841, 6.67486, -1.46711], [4.43534, 0.55157, 7.46703], [5.24674, -0.71552, 7.25173], [6.19809, -0.37750, 6.24194], [6.59321, 1.18787, 6.38820], [7.81572, 1.27699, 7.12687], [6.40642, 1.81980, 5.11902], [5.37634, 1.62312, 7.36688], [3.68717, 0.67970, 6.67975], [3.94370, 0.56643, 8.43982], [4.62979, -1.55510, 6.93332], [5.79694, -0.99109, 8.15612]], "mulliken_charge": [-0.90, -0.65, -0.22, -0.04, -0.31, -0.63, -0.69, -0.08, -0.33, 1.19, -0.60, -0.69, 0.31, 0.33, 0.16, 0.30, 0.32, 0.38, 0.48, 0.40, 0.31, 0.30, 0.30, -0.01, 0.37, -0.27, -0.27, -0.34, 1.08, -0.42, -0.46, -0.25, 0.14, 0.42, 0.37, 0.13, -0.20, -0.23, -0.34, 0.92, -0.40, -0.59, -0.37, 0.19, 0.30, 0.37, 0.22, -0.26, -0.23, -0.33, 1.08, -0.54, -0.53, -0.33, 0.32, 0.25, 0.28, 0.29, -0.33, -0.40, -0.30, 1.16, -0.51, -0.57, -0.26, 0.30, 0.30, 0.31, 0.29, -0.16, -0.34, -0.31, 1.06, -0.57, -0.44, -0.31, 0.14, 0.31, 0.32, 0.30]}